This record from OMol25 describes 7 unconnected molecules or ions with the total composition C30H40Br2N4O2 at a distorted geometry. The level of theory is the ωB97M-V functional and the def2-TZVPD basis.

Summary:
HOMO energy (spin up / spin down): -0.493 / -4.698 eV
⟨S²⟩: 0.7622
HOMO-LUMO gap (spin up / spin down): 2.810 / 7.013 eV
DFT total energy: -6684.53026 a.u.
Total charge: -1
Multiplicity: 2

Element x y z (Å)
1 Br 11.130 -7.536 -7.035
2 C 11.619 -7.749 -8.933
3 C 11.805 -6.455 -9.684
4 Br 13.231 -5.332 -8.763
5 H 10.851 -8.345 -9.428
6 H 12.527 -8.351 -8.967
7 H 10.955 -5.774 -9.652
8 H 11.955 -6.470 -10.763
9 N 6.199 -16.838 -4.039
10 C 6.970 -17.780 -4.653
11 C 7.756 -17.486 -5.745
12 C 7.648 -16.220 -6.388
13 C 6.917 -15.235 -5.691
14 C 6.236 -15.595 -4.544
15 H 6.847 -18.801 -4.323
16 H 8.260 -18.286 -6.266
17 H 8.242 -15.878 -7.223
18 H 6.805 -14.249 -6.117
19 H 5.688 -14.820 -4.029
20 N 7.456 -11.871 -6.341
21 C 6.852 -11.950 -7.555
22 C 7.508 -11.518 -8.740
23 C 8.854 -11.146 -8.698
24 C 9.504 -11.145 -7.438
25 C 8.768 -11.439 -6.274
26 H 5.790 -12.147 -7.566
27 H 6.874 -11.490 -9.614
28 H 9.481 -10.959 -9.557
29 H 10.514 -10.812 -7.249
30 H 9.167 -11.374 -5.273
31 N 6.874 -16.377 -9.803
32 C 5.811 -15.655 -9.510
33 C 5.438 -14.465 -10.106
34 C 6.379 -13.941 -11.009
35 C 7.427 -14.785 -11.517
36 C 7.663 -16.013 -10.881
37 H 5.259 -15.927 -8.623
38 H 4.631 -13.872 -9.701
39 H 6.203 -12.975 -11.459
40 H 8.139 -14.568 -12.300
41 H 8.446 -16.674 -11.219
42 N 8.770 -8.806 -12.293
43 C 8.422 -10.133 -12.367
44 C 9.316 -11.081 -12.684
45 C 10.622 -10.698 -13.026
46 C 11.055 -9.384 -12.740
47 C 10.108 -8.446 -12.367
48 H 7.410 -10.348 -12.060
49 H 8.983 -12.109 -12.690
50 H 11.418 -11.390 -13.258
51 H 12.095 -9.123 -12.873
52 H 10.188 -7.379 -12.219
53 C 13.661 -13.313 -5.387
54 C 12.979 -13.178 -4.038
55 C 11.621 -12.648 -4.435
56 O 11.965 -11.773 -5.482
57 C 12.958 -12.295 -6.290
58 H 13.477 -14.312 -5.783
59 H 14.727 -13.092 -5.435
60 H 13.531 -12.521 -3.365
61 H 12.806 -14.186 -3.662
62 H 11.057 -12.027 -3.739
63 H 10.924 -13.419 -4.762
64 H 13.654 -11.479 -6.481
65 H 12.549 -12.796 -7.167
66 C 3.066 -13.921 -6.919
67 C 3.540 -12.718 -6.006
68 C 2.702 -12.867 -4.767
69 O 2.699 -14.239 -4.569
70 C 2.875 -14.959 -5.803
71 H 3.895 -14.014 -7.620
72 H 2.101 -13.758 -7.398
73 H 3.414 -11.802 -6.583
74 H 4.569 -12.848 -5.670
75 H 1.669 -12.524 -4.816
76 H 3.123 -12.331 -3.916
77 H 2.155 -15.767 -5.929
78 H 3.812 -15.515 -5.759